# C34H68O16P3S

A 4-piece molecular cluster, C34H68O16P3S overall in a non-equilibrium geometry (wB97M-V/def2-TZVPD, the OMol25 dataset).

```
122
Properties=species:S:1:pos:R:3:forces:R:3
C -5.504326 -3.140815 -2.942877 0.0 0.1 -0.5
C -4.153243 -3.587061 -3.765772 -0.7 -0.4 0.7
O -3.898151 -2.642703 -4.880570 2.3 0.1 2.0
C -2.607553 -2.033456 -4.540697 4.0 -0.9 -1.7
O -1.539622 -2.408836 -5.153163 -5.6 1.8 2.7
C -2.516187 -0.924991 -3.360781 -0.4 -0.5 0.0
C -1.826666 0.480766 -3.865718 -1.2 -0.6 0.5
C -2.557423 1.660967 -3.041201 -0.3 0.9 -0.5
C -1.701270 3.024001 -2.899677 0.1 -0.1 2.7
C -0.177118 2.763998 -2.435389 -0.3 -0.8 -0.7
C 0.036920 1.629024 -1.317613 1.9 -2.7 2.7
C 1.436876 0.842083 -1.355950 -1.6 -1.3 2.6
C 1.816387 -0.291769 -0.320634 -3.8 1.8 0.3
C 0.772456 -0.680117 0.795706 -1.5 2.8 -2.1
C -0.620161 0.075001 0.888679 2.2 1.2 -2.3
C -1.759743 -0.273790 2.007341 0.3 -0.8 -1.8
C -0.950245 1.227369 -0.164282 2.9 -1.8 -0.3
C -2.347753 3.906759 -1.675139 2.0 -1.0 -1.3
S -2.985951 5.533825 -2.400009 -6.9 0.5 0.9
O -3.500099 6.494796 -1.317842 2.6 -1.8 -2.0
O -4.209737 5.218689 -3.287758 3.9 0.4 1.5
H -5.285271 -2.912982 -1.833211 -0.3 -0.4 -1.8
H -6.338568 -3.953410 -3.021237 1.6 1.4 0.2
H -5.924463 -2.169780 -3.428625 0.8 -1.7 0.8
H -3.220825 -3.609066 -3.066130 -1.7 0.0 -1.1
H -4.289391 -4.658051 -4.208808 0.3 2.0 0.6
H -1.877373 -1.384277 -2.498195 -1.0 0.8 -1.6
H -3.564652 -0.731010 -2.891664 1.7 -0.3 -1.1
H -0.695620 0.389548 -3.692347 -1.8 0.3 -0.4
H -2.085369 0.624732 -4.975697 0.7 -0.2 1.6
H -3.513238 1.943030 -3.653684 1.6 -0.6 1.1
H -2.975633 1.266975 -2.018651 0.9 0.3 -1.5
H 0.347860 3.748048 -2.113435 -1.0 -1.6 -0.4
H 0.401749 2.407814 -3.387436 -0.7 0.5 1.8
H 2.237845 1.104824 -2.159648 -1.7 -0.4 1.5
H 2.824197 -0.860328 -0.335816 -1.9 1.2 -0.2
H 0.962169 -1.514794 1.563550 -0.1 1.5 -1.4
H -1.324522 -0.851836 2.900242 -0.6 1.2 -1.3
H -2.491150 -1.011722 1.471815 1.2 1.2 1.0
H -2.390674 0.645018 2.285891 1.3 -1.3 -0.2
H -1.969820 1.743030 -0.073625 1.8 -0.8 -0.2
H -1.495465 4.194414 -0.936633 -1.7 -0.2 -1.0
H -3.230676 3.382398 -1.157192 0.9 1.4 -0.7
H -2.039041 6.167045 -3.214117 -0.1 -0.8 0.6
O -1.680426 -8.857968 1.482717 -1.5 -0.9 -4.2
P -2.338093 -7.627402 0.837302 2.2 4.9 8.0
O -1.081392 -6.586209 1.111289 -0.3 -0.5 -0.7
C 0.029618 -6.633909 0.229798 0.3 0.3 -0.3
C -0.317413 -6.064768 -1.135109 0.0 0.0 -0.1
O -3.250712 -7.220249 2.172108 -0.7 -0.6 -1.0
C -3.630407 -8.231745 3.101085 0.1 -0.2 0.3
C -2.633520 -8.329006 4.244208 0.1 0.1 0.2
O -3.119508 -6.312908 0.050988 0.4 -3.2 -1.7
C -4.219496 -6.674598 -0.784386 -0.7 0.2 -0.3
C -5.365432 -7.298433 -0.007401 0.0 -0.1 0.2
H 0.395431 -7.660710 0.142165 0.0 0.0 0.0
H 0.825116 -6.033406 0.679679 -0.2 -0.1 0.1
H -1.040350 -6.702574 -1.651419 0.0 0.0 -0.1
H 0.575116 -5.990108 -1.761472 -0.1 0.0 0.0
H -0.767585 -5.073923 -1.041437 0.1 -0.1 0.0
H -3.754955 -9.192968 2.593746 0.2 0.1 0.1
H -4.613843 -7.962652 3.501213 0.1 0.2 -0.1
H -1.596838 -8.313442 3.897494 -0.2 -0.2 -0.2
H -2.794634 -9.245349 4.819447 0.0 0.1 0.0
H -2.744028 -7.475089 4.918976 -0.1 -0.1 0.0
H -3.864333 -7.356257 -1.564380 -0.1 0.1 -0.1
H -4.569719 -5.760826 -1.272360 0.2 0.0 0.1
H -5.078468 -8.277441 0.393908 -0.1 0.0 0.0
H -6.235366 -7.444190 -0.648580 0.0 0.0 -0.1
H -5.649433 -6.671128 0.842892 0.1 0.0 -0.2
O -0.349174 5.242255 3.759602 1.9 2.5 3.3
P -1.157816 5.194768 5.065895 -6.1 -6.1 -4.7
O -1.188281 3.544625 5.198426 0.5 0.5 0.5
C -0.038615 2.895671 5.715894 0.1 -0.3 0.2
C 0.118167 3.144574 7.206384 0.1 0.0 0.1
O -2.644342 5.380358 4.337124 0.6 1.1 1.0
C -2.736444 6.056060 3.083256 0.0 -0.1 -0.6
C -2.678505 5.074166 1.925397 0.0 -0.2 -0.1
O -2.018458 5.225774 6.555981 3.1 1.9 -0.2
C -2.016891 6.484828 7.227881 -0.4 0.4 0.4
C -2.721895 7.573227 6.437379 0.0 0.0 -0.3
H 0.852356 3.219540 5.171117 0.0 0.0 -0.1
H -0.165949 1.823838 5.540159 -0.1 0.2 -0.1
H 0.346137 4.195493 7.404568 0.1 0.0 0.1
H 0.931047 2.539297 7.616232 0.0 0.0 -0.1
H -0.804459 2.906386 7.740677 0.1 0.0 -0.1
H -1.958783 6.821061 3.000513 0.0 -0.2 0.0
H -3.695124 6.584997 3.060828 0.0 -0.1 0.2
H -1.889644 4.326557 2.049053 0.1 0.3 0.1
H -2.514241 5.600529 0.980971 -0.2 0.0 0.1
H -3.617816 4.518433 1.850477 0.0 0.1 0.0
H -0.981970 6.771578 7.443096 -0.1 0.1 0.2
H -2.530205 6.341895 8.182792 0.1 -0.2 -0.1
H -2.161241 7.822271 5.529151 -0.1 0.0 0.1
H -2.816481 8.484051 7.029736 0.0 0.0 0.1
H -3.717663 7.246493 6.123132 0.2 0.0 0.1
O 6.589544 0.150316 -1.683937 3.9 0.7 2.4
P 7.477740 1.169563 -2.415357 -7.3 0.6 -6.7
O 6.304550 2.326265 -2.563421 0.7 0.0 0.6
C 6.043038 3.154127 -1.442333 -0.1 0.5 0.1
C 7.173148 4.141897 -1.208257 0.1 0.1 0.1
O 7.269030 0.477324 -3.917105 1.3 -0.3 0.5
C 6.985217 -0.916716 -4.012516 -0.3 -0.3 0.0
C 5.486366 -1.171214 -4.065405 -0.2 0.1 -0.2
O 8.511562 2.285269 -3.219618 1.3 -1.4 3.2
C 9.906413 2.002554 -3.111587 0.6 0.0 -0.3
C 10.292262 0.689504 -3.769934 -0.2 -0.2 0.0
H 5.869824 2.540676 -0.554076 -0.1 0.0 0.0
H 5.121712 3.704197 -1.652379 0.1 -0.2 -0.1
H 8.085548 3.624680 -0.898392 0.0 0.1 0.1
H 6.906652 4.855810 -0.424630 0.0 -0.1 0.0
H 7.406512 4.691407 -2.123128 -0.1 -0.1 0.1
H 7.454913 -1.461907 -3.188423 -0.2 0.1 0.0
H 7.448533 -1.287194 -4.933314 0.0 0.2 0.0
H 4.936182 -0.584980 -3.324527 0.2 -0.1 0.1
H 5.269085 -2.230664 -3.902246 0.0 0.1 0.0
H 5.085514 -0.884227 -5.041834 0.1 -0.1 0.1
H 10.188020 2.002170 -2.053252 0.2 0.1 -0.1
H 10.440712 2.822106 -3.599901 -0.2 0.0 0.1
H 9.865652 -0.160917 -3.225644 0.1 0.0 -0.1
H 11.375664 0.565559 -3.783555 0.0 0.1 0.1
H 9.914108 0.639562 -4.795426 0.1 0.1 0.2
```
Positions in Å, forces in eV/Å.

HOMO = -0.10730 Ha
E_LUMO = -0.0148 Ha
ΔE to the lowest compared entry with this formula, charge and spin = 276.37 kcal/mol
Kohn-Sham gap = 2.518 eV
Total charge = -1
E = -3961.9153 hartree